No. 1
C36H22BrCl5N4O4Re as an isolated structure. Source: the OMol25 dataset; level of theory: ωB97M-V with the def2-TZVPD basis set.

The multiplicity is 4. As for the expectation value of S²: 3.7834. The energy above the lowest of the compared OMol25 structures with the same formula, charge and spin comes out at 0.0 kcal/mol. The charge is 0. Its HOMO-LUMO gap (spin up / spin down) is 7.1018 / 7.0453 eV.

Last column: Mulliken spin population.
CARTESIAN COORDINATES (ANGSTROEM)
1 Re 0.650944 -0.716359 0.343190  2.21
2 Br -2.118308 2.850028 2.736129  0.00
3 Cl -1.270845 -2.325254 2.586094  0.01
4 Cl -0.632683 -4.962358 4.028154  0.00
5 Cl 1.851173 -6.641408 3.211402  0.00
6 Cl 3.726362 -5.632789 0.957052  0.00
7 Cl 3.231569 -2.951829 -0.412276  0.00
8 O 2.560635 -0.213391 0.582262  0.06
9 O -1.760805 0.833567 -1.182304  0.01
10 O -0.981346 -1.778522 -0.354599  0.07
11 O -1.602807 0.394022 0.997971  0.09
12 N 0.550926 0.170970 2.402026  0.08
13 N 0.759014 1.602206 0.141753  0.08
14 N -0.020518 -1.614654 -2.431012  0.01
15 N 0.962902 -0.985356 -1.654191  -0.03
16 C 0.430524 -4.380720 2.803894  -0.02
17 C -2.938214 -3.469958 -1.396978  0.00
18 C 1.197404 1.449627 2.473766  -0.02
19 C 1.537836 -5.137075 2.439643  0.03
20 C -4.050587 -4.114248 -1.916477  0.00
21 C 4.104768 0.595824 -2.642971  0.02
22 C -3.654626 -3.075911 -4.050242  0.00
23 C 5.264319 1.193707 -2.213716  0.00
24 C 1.730522 1.964045 3.615079  0.01
25 C -4.595836 3.448135 1.572667  0.00
26 C 1.037798 -2.634495 1.189250  0.06
27 C 1.708144 4.213562 0.058851  0.01
28 C 1.728788 3.505877 1.285180  0.00
29 C -0.988223 -1.962404 -1.635489  0.03
30 C 2.274457 3.270822 3.619903  0.00
31 C -2.175493 -2.639086 -2.209124  0.00
32 C 4.587554 0.814490 0.075052  -0.01
33 C 5.498338 1.296158 -0.837199  0.03
34 C 3.392856 0.217660 -0.350896  0.05
35 C -2.118677 0.971992 -0.006413  0.03
36 C -3.300860 1.875772 0.267354  0.00
37 C 2.127384 -3.439004 0.833736  0.00
38 C 2.380145 -4.672652 1.436800  -0.02
39 C -4.308613 1.910131 -0.696497  0.00
40 C 1.218957 2.202644 1.279361  0.03
41 C -5.598346 3.441471 0.616132  0.00
42 C 1.210886 3.615354 -1.057612  0.00
43 C -5.452481 2.670715 -0.529456  0.00
44 C 2.258368 4.033582 2.489296  0.00
45 C -2.536400 -2.438258 -3.536800  0.00
46 C 0.190445 -3.165575 2.167410  0.02
47 C 0.747222 2.284533 -0.977006  0.00
48 C -4.409871 -3.916936 -3.242737  0.00
49 C 3.148895 0.103900 -1.734380  0.07
50 C -3.462620 2.665300 1.394966  0.00
51 C 1.983759 -0.528267 -2.299843  0.07
52 H 2.686096 3.666458 4.538160  0.00
53 H 0.734326 -0.396384 3.222780  0.02
54 H 6.411749 1.755544 -0.480485  0.00
55 H 4.761284 0.881539 1.141035  0.00
56 H 1.717644 1.379913 4.527303  0.00
57 H -4.161671 1.307655 -1.582349  0.00
58 H 2.090860 5.226481 0.026639  0.00
59 H -2.656276 -3.597412 -0.360074  0.00
60 H 2.653499 5.041231 2.492340  0.00
61 H -0.472511 0.330258 2.324477  0.01
62 H -4.640165 -4.766145 -1.285156  0.00
63 H 0.339979 1.779111 -1.842158  0.00
64 H 3.905560 0.491024 -3.703084  0.00
65 H 5.985719 1.569794 -2.925053  0.00
66 H -4.684008 4.063083 2.457369  0.00
67 H 1.176972 4.127570 -2.008281  0.00
68 H -3.940712 -2.914338 -5.081454  0.00
69 H 1.942072 -0.662395 -3.377959  -0.01
70 H -5.282098 -4.414908 -3.646410  0.00
71 H -1.937034 -1.779893 -4.150466  0.00
72 H -6.483093 4.046479 0.765678  0.00
73 H -6.222930 2.665748 -1.289004  0.00

Atomic forces in eV per Å
-0.1 -0.2 0.4
0.0 0.0 0.0
0.1 0.1 0.0
0.0 0.0 0.0
0.0 0.0 0.0
0.0 0.0 0.0
-0.1 -0.1 0.0
0.3 0.1 -0.1
0.1 0.1 0.0
0.1 0.2 -0.2
0.0 0.2 0.0
-0.3 -0.1 -0.1
-0.1 -0.1 -0.2
0.3 0.3 0.3
-0.2 -0.1 -0.3
-0.1 0.0 0.1
-0.1 0.0 0.0
0.0 -0.1 0.0
0.0 -0.1 0.0
0.0 0.0 0.0
0.0 0.0 0.0
0.0 0.0 0.0
0.0 0.0 0.1
0.0 0.1 0.1
0.0 0.0 0.0
0.2 -0.1 -0.1
0.0 0.0 0.1
0.1 0.1 0.0
-0.4 -0.2 0.0
0.0 -0.1 0.0
0.1 0.0 0.0
0.0 0.0 0.0
0.0 0.0 0.0
-0.1 0.0 0.3
-0.1 -0.2 0.0
-0.1 0.0 -0.1
0.1 0.0 0.1
0.0 0.0 0.0
0.0 0.0 0.0
0.0 -0.2 0.0
0.1 0.0 0.0
0.0 -0.1 0.0
0.1 0.0 0.0
0.0 0.0 0.0
0.0 -0.1 0.0
-0.1 -0.1 0.0
-0.1 0.1 0.0
0.0 0.0 0.0
-0.2 0.0 -0.2
-0.1 0.2 0.1
0.1 0.0 -0.1
0.0 0.0 0.0
0.1 -0.1 -0.1
0.0 0.0 0.0
0.0 0.0 0.0
0.0 0.0 0.0
0.0 0.0 0.0
0.0 0.0 0.0
0.0 0.0 0.0
0.0 0.0 0.0
0.0 0.1 0.2
0.0 0.0 0.0
0.0 0.0 0.0
0.0 0.0 0.0
0.0 0.0 0.0
0.0 0.0 0.0
0.0 0.0 0.0
0.0 0.0 0.0
0.0 0.0 0.0
0.0 0.0 0.0
0.0 0.0 0.0
0.0 0.0 0.0
0.0 0.0 0.0

No. 2
A 14-piece molecular cluster, C50H113N4O19S4 overall. Source: the OMol25 dataset; level of theory: ωB97M-V with the def2-TZVPD basis set.

The charge is +1. Its HOMO-LUMO gap is 9.2004 eV.

Last column: Mulliken charge in e.
CARTESIAN COORDINATES (ANGSTROEM)
1 S -25.977375 -1.203804 2.578068  0.37
2 S -32.860194 -6.940189 3.435200  1.10
3 S -30.891098 -2.326190 5.659303  0.50
4 S -27.151732 1.464470 -1.416379  0.43
5 O -22.769260 -5.772543 -3.566435  -0.61
6 O -31.957052 -2.256069 4.545059  -0.38
7 O -25.550989 -10.597097 -3.612705  -0.43
8 O -33.793942 -7.047746 -2.820704  -0.39
9 O -29.949039 1.933248 3.037602  -0.66
10 O -27.917141 -7.988770 1.595121  -0.39
11 O -27.355709 -10.816445 -2.392509  -0.58
12 O -27.435721 -1.625896 2.276911  -0.52
13 O -32.222662 2.730025 6.221546  -0.65
14 O -35.584088 -5.496111 2.586202  -0.54
15 O -32.849199 -5.657938 -1.278047  -0.22
16 O -33.162371 -0.554922 -2.235047  -0.60
17 O -23.733146 -4.279568 -5.063611  -0.34
18 O -27.812060 0.906682 -0.159529  -0.42
19 O -31.349624 -7.226473 3.374772  -0.83
20 O -27.266869 -6.068178 2.615219  -0.60
21 O -33.514715 4.027021 5.055904  -0.38
22 O -28.381136 -7.005706 -4.776448  -0.41
23 O -36.029949 -3.460957 3.477510  -0.34
24 N -29.439248 -8.574886 -6.069532  0.35
25 N -31.021094 -3.154620 0.985365  1.62
26 N -35.261994 -1.399889 -2.151376  0.27
27 N -29.586095 3.778209 1.845666  0.26
28 C -24.720625 -3.833078 -4.112035  -0.07
29 C -31.783032 -0.827588 1.135978  -0.23
30 C -32.328404 -5.709401 -4.280637  -0.72
31 C -26.050851 -12.740244 -2.777554  -1.11
32 C -33.526339 -8.684033 3.619252  -1.18
33 C -30.601889 -4.219471 2.096781  -0.20
34 C -22.871808 -5.224793 -4.719171  0.86
35 C -30.635113 -1.711848 1.557312  0.78
36 C -28.940798 4.590932 2.894113  -0.99
37 C -27.993330 -3.623299 -1.527918  -0.96
38 C -29.870736 -9.294857 -7.218331  -0.93
39 C -33.966658 -7.727687 -0.447901  -0.23
40 C -33.135527 1.839802 4.202315  0.12
41 C -35.727204 -0.540593 -1.106666  -0.77
42 C -32.518543 -3.215166 0.672812  -0.58
43 C -33.122130 5.141770 5.877724  -0.28
44 C -25.815217 -9.288488 -4.173883  -0.02
45 C -34.041521 -1.240312 -2.719013  -0.07
46 C -35.279986 -3.530010 4.720964  -0.13
47 C -33.739697 -6.101023 -3.848061  -0.11
48 C -27.011762 -7.014749 1.863421  0.78
49 C -28.509660 -7.597797 -5.862995  -0.18
50 C -21.800164 -5.543601 -5.656000  -1.12
51 C -25.534594 0.698297 -1.828228  -0.83
52 C -28.482426 -4.720219 -2.496732  -0.51
53 C -29.841266 -0.738857 5.627940  -0.67
54 C -29.953141 4.371784 0.499060  -1.08
55 C -25.925285 0.617235 2.690335  -0.76
56 C -25.685177 -8.090098 -3.183204  -0.37
57 C -32.934392 -6.592497 5.286293  -1.10
58 C -29.905912 2.480465 1.962694  0.14
59 C -32.936098 -1.851584 1.234846  1.02
60 C -36.137622 -4.433467 2.615832  0.73
61 C -37.084059 -3.974212 1.454015  -0.92
62 C -29.382499 -7.728016 1.762970  0.65
63 C -30.108860 -8.298385 0.513222  -0.23
64 C -28.178835 0.934787 -2.885749  -0.71
65 C -36.225988 -2.211113 -2.888109  -0.91
66 C -25.590738 -1.678027 4.262737  -1.06
67 C -28.735920 -3.685361 -0.238648  0.16
68 C -30.118209 -9.205446 -4.892854  -1.23
69 C -30.225805 -3.387042 -0.330745  -0.60
70 C -32.968613 2.865941 5.275961  0.66
71 C -35.012051 -2.095251 5.389063  -0.71
72 C -31.722873 -1.662045 7.127301  -1.07
73 C -25.674602 -7.243901 1.183688  -0.84
74 C -33.558605 -6.685860 -1.540614  0.38
75 C -25.984712 -3.522059 -4.930247  -1.02
76 C -31.898107 5.932810 5.354014  -0.63
77 C -26.380681 -11.298604 -2.960834  0.81
78 H -30.921284 -9.031216 -7.340542  0.32
79 H -31.031022 4.302934 0.352286  0.39
80 H -32.286202 1.612029 3.558212  -0.34
81 H -29.725752 -8.903362 -3.921864  0.25
82 H -25.920600 -7.258890 0.121909  -0.04
83 H -29.518681 -4.214035 1.975373  0.42
84 H -29.682032 -10.366483 -7.154356  0.32
85 H -34.113227 -8.778671 -0.696998  0.37
86 H -33.204518 -1.965381 2.285131  -0.53
87 H -33.857832 2.295883 3.525287  0.41
88 H -24.896780 0.782702 -0.948359  0.35
89 H -29.258899 4.104381 -0.297569  0.25
90 H -24.928881 -4.510280 -3.283696  0.32
91 H -26.114566 1.029369 1.699153  0.03
92 H -22.038471 -6.419275 -6.259748  0.26
93 H -29.798955 5.450811 0.494748  0.41
94 H -32.484053 -2.361813 7.472303  0.39
95 H -34.387638 -4.117094 4.503812  -0.09
96 H -25.031312 1.178247 -2.667536  0.42
97 H -36.775013 -1.540301 -3.548926  0.33
98 H -31.090522 -1.270508 7.924125  0.42
99 H -32.582007 -3.176531 -0.414648  0.20
100 H -36.608544 -4.039745 0.475398  0.11
101 H -30.214875 -2.400832 -0.794811  0.48
102 H -32.315314 -0.819728 6.770067  0.23
103 H -26.619738 1.052986 3.408635  0.22
104 H -25.035641 -8.087370 1.445194  0.41
105 H -30.220197 1.983767 1.031717  0.35
106 H -37.054798 -2.887112 1.527984  0.34
107 H -28.600791 -4.740735 -0.001955  -0.05
108 H -24.903551 0.879909 2.964453  0.50
109 H -32.321324 -7.375203 5.733054  0.57
110 H -30.847606 -3.980025 3.131379  -0.40
111 H -29.576084 -8.144241 2.751596  0.49
112 H -33.979155 -6.583156 5.596924  0.38
113 H -24.811576 -7.479021 -3.410152  0.18
114 H -31.078712 -5.137137 1.752360  -0.12
115 H -31.140149 5.802265 6.126374  0.34
116 H -32.368276 -4.647671 -4.524025  0.30
117 H -29.700995 -0.155140 6.537718  0.40
118 H -29.325583 -9.085764 -8.138753  0.32
119 H -35.795767 -3.036405 -3.455479  0.28
120 H -31.837537 -0.423486 0.125125  0.30
121 H -33.019865 4.944754 6.944875  0.27
122 H -30.239820 -0.009838 4.922402  0.09
123 H -21.512017 -4.688213 -6.267046  0.32
124 H -35.729954 -1.199842 -0.238640  -0.01
125 H -33.670080 -8.986185 4.656629  0.39
126 H -32.053943 6.998932 5.189079  0.38
127 H -24.504860 -2.888035 -3.613593  0.20
128 H -25.344311 -8.948170 -5.096116  0.43
129 H -33.891082 5.913538 5.843305  0.30
130 H -34.244566 -6.451317 -4.748346  0.42
131 H -25.155355 -12.734698 -2.156141  0.30
132 H -26.938619 -3.828435 -1.344622  0.39
133 H -29.747885 -1.319768 1.060123  0.13
134 H -29.670170 -7.937587 -0.417085  0.09
135 H -26.861502 -9.400707 -4.458128  -0.08
136 H -25.741812 -13.104806 -3.757199  0.35
137 H -31.559950 -5.746812 -3.508507  0.05
138 H -34.399712 -2.128937 6.290167  0.23
139 H -32.476231 -5.603526 5.297387  -0.02
140 H -33.866950 -1.514631 0.778676  -0.08
141 H -38.006588 -4.548687 1.370278  0.36
142 H -32.096833 -6.363042 -5.121614  0.36
143 H -34.250654 -5.203863 -3.498615  -0.04
144 H -34.445893 -8.786800 3.043109  0.33
145 H -27.537840 1.010216 -3.764124  0.45
146 H -27.908188 -2.700423 -2.101625  0.01
147 H -25.924362 -4.185257 -5.793165  0.34
148 H -33.937933 -1.698029 -3.714988  0.48
149 H -30.732687 -1.714086 2.642938  -0.88
150 H -28.772053 -5.597076 -1.917660  -0.09
151 H -24.520896 -1.770007 4.450070  0.38
152 H -29.970510 -9.376028 0.425808  0.41
153 H -29.536273 5.344776 3.409121  0.28
154 H -28.529794 3.918441 3.647060  0.32
155 H -31.157035 -8.000041 0.533815  -0.37
156 H -29.839743 -6.743281 1.859597  -0.39
157 H -20.970326 -5.906978 -5.049831  0.35
158 H -25.801686 -2.554579 -5.397766  0.35
159 H -25.985321 -1.049857 5.061364  0.30
160 H -26.601340 -7.501190 -3.227289  -0.04
161 H -31.347872 5.427011 4.560597  -0.17
162 H -25.741690 -8.347310 -2.125493  0.24
163 H -29.276306 -4.376052 -3.159611  0.29
164 H -30.725591 -4.131963 -0.949947  0.11
165 H -36.769320 -0.248475 -1.236102  0.38
166 H -28.235322 -3.178528 0.586353  0.16
167 H -26.936680 -3.639734 -4.412535  0.23
168 H -31.813956 -0.025866 1.873801  -0.29
169 H -26.073764 -2.640828 4.429459  0.35
170 H -34.326153 -1.615549 4.690839  -0.16
171 H -30.046791 -10.287314 -5.005002  0.41
172 H -24.988154 -6.460828 1.505692  0.34
173 H -29.055477 1.569552 -3.014865  0.32
174 H -33.501589 0.860381 4.510241  -0.17
175 H -26.867279 -13.277749 -2.295239  0.29
176 H -31.174930 -8.939439 -4.918642  0.42
177 H -28.100296 5.096948 2.419144  0.42
178 H -35.923099 -1.529840 5.585016  0.44
179 H -35.018775 0.281685 -1.006158  0.36
180 H -28.392209 -0.125329 -2.748901  -0.02
181 H -32.747155 -9.230817 3.088238  0.35
182 H -28.114801 -7.239167 -6.826147  0.37
183 H -35.801881 -4.220023 5.383981  0.56
184 H -36.793947 -2.662225 -2.074461  0.27
185 H -33.211604 -7.579256 0.324093  -0.51
186 H -27.650703 -5.093974 -3.093937  0.10
187 H -28.835497 -0.851372 5.223127  0.14
188 H -33.141575 -4.028488 1.044908  0.29
189 H -34.820682 -7.313974 0.088357  0.24
190 H -25.562149 -0.363298 -2.073944  0.07

Atomic forces in eV per Å
-2.0 -0.1 -1.0
1.8 -2.0 2.5
-0.3 2.2 -0.3
-1.1 0.6 0.1
-1.6 2.1 -3.6
1.5 0.0 1.4
4.3 1.2 -3.1
-1.0 -1.4 1.6
0.2 -1.3 1.0
-0.3 1.6 -0.9
0.1 -0.1 -0.7
2.1 0.7 0.8
0.0 -0.8 0.3
0.6 -0.6 0.9
-3.1 -3.2 -0.6
0.4 0.0 0.1
-0.1 0.1 0.5
1.1 0.0 -1.5
-1.9 0.8 -0.5
0.5 -1.3 -1.7
-1.4 1.8 -0.8
0.4 -1.1 -1.8
0.0 1.7 1.5
0.4 -0.9 2.8
1.5 -1.2 1.6
0.9 -0.7 -2.5
-0.4 1.5 -2.2
-1.8 0.4 0.4
-1.4 -1.2 -0.3
-0.2 0.0 0.1
0.9 0.4 -0.5
-0.1 0.9 -1.0
0.2 0.8 -2.2
1.1 -1.7 5.4
-1.1 -0.2 -1.7
0.5 -0.7 -0.6
0.8 -0.4 -1.7
0.6 0.3 -1.6
0.4 1.9 -0.1
-1.5 0.2 -1.2
0.1 -0.9 0.8
0.8 2.8 -0.3
0.0 1.8 -0.2
-2.6 1.1 1.6
-0.3 0.9 0.4
0.4 -0.3 0.9
0.8 1.8 -0.1
-0.9 0.3 2.1
-1.9 0.9 0.6
0.8 -0.4 -1.0
-0.1 -0.9 0.2
0.7 0.0 0.2
0.6 0.3 -1.2
0.8 1.1 1.6
0.3 -0.2 0.1
-0.6 -0.5 0.1
-0.6 0.4 -1.8
-0.4 0.7 0.6
-1.6 0.5 0.9
-1.1 -0.1 -2.7
1.7 0.6 0.2
0.2 -0.9 -0.3
1.0 -0.6 0.8
1.3 -0.4 0.5
0.0 0.4 1.0
-0.3 -0.1 1.0
-0.1 -1.0 1.6
0.2 0.6 -0.2
0.4 0.9 0.3
3.0 -0.9 1.2
0.2 -1.6 -1.7
-1.3 0.0 -0.1
0.1 0.5 0.4
3.3 1.7 0.2
1.2 -0.4 -0.9
1.2 -1.5 1.0
-3.7 0.0 3.1
-0.1 -0.6 -0.4
0.2 -0.6 -0.5
0.6 0.6 0.7
0.3 0.1 -0.3
0.6 0.1 -0.1
-0.1 -0.5 0.4
-0.5 -0.1 0.6
0.1 0.4 -0.4
0.2 -0.2 0.3
-0.3 -0.4 -0.2
-0.2 0.2 0.1
-0.5 -0.9 -0.1
0.4 -0.6 -0.5
-0.2 -0.3 0.0
-0.3 0.2 -0.4
0.1 0.2 0.7
0.4 -0.3 0.3
0.5 0.7 -0.1
-0.4 0.5 0.1
-0.6 -0.4 0.0
0.2 -0.6 -0.2
-0.1 -0.2 0.1
0.5 -0.9 0.0
-0.8 0.0 -0.4
0.2 0.2 -0.3
-0.1 -0.3 0.0
-1.0 -0.8 0.0
0.2 0.1 -0.1
-1.4 0.0 0.4
-0.2 -0.2 0.5
0.1 -0.1 0.1
-0.1 0.2 -0.1
-0.5 0.5 -0.5
-0.4 -0.5 -0.6
0.1 0.1 0.3
0.0 0.0 0.3
0.3 -0.1 0.3
0.1 0.6 0.3
0.1 -0.1 -0.7
-0.5 -0.7 0.5
0.0 0.8 0.0
0.4 0.3 0.0
0.8 0.0 -0.1
0.1 -0.8 -0.3
-0.8 -0.3 -0.2
0.0 -0.2 -0.2
0.0 0.6 0.7
0.2 0.1 -0.2
-0.2 -0.3 -0.2
1.2 0.0 -0.2
1.0 -1.4 0.1
-0.8 -0.7 -0.3
-0.3 -0.5 0.5
0.0 -0.3 0.1
0.1 -0.2 0.5
0.6 -0.8 0.8
0.1 0.5 0.1
-0.2 0.4 0.1
-0.2 -0.5 0.1
-0.2 -0.5 0.1
-0.4 -0.7 0.1
0.0 -0.1 0.6
0.1 0.1 -0.3
-0.1 0.6 0.5
0.6 0.4 -0.1
-0.2 0.0 0.0
-0.1 0.0 0.2
0.0 0.2 0.0
-0.6 0.6 0.4
-0.6 -0.4 0.1
0.0 -0.4 0.2
0.9 -0.5 -0.2
-0.4 0.0 -0.1
0.0 0.0 -0.4
-0.4 -0.1 0.2
-0.5 -0.2 -0.3
-0.2 -0.1 -0.1
0.1 -0.2 0.1
1.7 0.6 0.0
0.0 0.4 -0.1
-0.6 0.3 0.3
-0.2 0.5 -0.3
0.1 0.3 -0.7
-0.7 0.2 -0.6
0.6 -0.6 -0.1
-0.1 -0.2 0.1
-0.3 0.1 0.2
0.1 0.3 -0.4
-0.1 0.6 -0.1
0.3 0.3 -0.1
-0.4 0.1 -0.1
0.2 -0.2 -0.4
-0.4 0.5 -0.1
0.1 0.0 0.1
-0.4 0.6 -0.6
0.1 -0.2 0.4
-0.1 0.2 0.5
0.2 0.1 -0.3
-0.1 0.0 0.0
0.0 0.1 0.1
0.1 -0.1 -0.2
-0.3 0.0 0.2
-0.4 0.1 0.1
0.0 -0.2 0.3
0.6 -0.1 0.2
-0.5 0.3 0.2
-0.8 -0.1 -0.5
0.3 -0.4 -0.2
-0.2 0.2 -0.3
0.0 -0.9 0.0
0.8 -0.3 0.3
-0.5 -0.1 -0.3
-0.4 -0.1 0.1

Number 1: E_tot -6858.38446 hartree. Number 2: E_tot -5213.73820 hartree.